Entry from OMol25: 2 unconnected molecules or ions with the total composition C5H11N2 (the ωB97M-V functional and the def2-TZVPD basis).

Values from the calculation:
* HOMO: -12.905 eV
* LUMO level: -4.736 eV
* net charge: +1
* energy above the lowest of the compared OMol25 structures with the same formula, charge and spin: 39.1 kcal per mole
* E_tot: -8335.42450 eV
* F_max: 4.38 eV/A
* orbital gap: 8.170 eV

Cartesian coordinates (Å):
C: 2.660 -0.515 0.001
C: 2.104 0.748 -0.286
C: 3.898 -0.742 0.467
C: 0.756 1.104 -0.248
C: -0.356 0.254 0.004
N: -1.597 0.501 -0.459
N: -3.885 -0.553 0.137
H: 2.000 -1.389 0.015
H: 2.699 1.523 -0.586
H: 4.134 -1.705 1.012
H: 4.742 0.003 0.557
H: 0.457 2.105 -0.508
H: -0.263 -0.741 0.489
H: -2.615 0.000 -0.350
H: -1.735 1.388 -0.888
H: -3.983 -1.583 0.262
H: -4.724 -0.335 -0.477
H: -4.291 -0.062 0.857

Here are the Löwdin charges for atoms 1 to 5, given in e: number 1, C, carries -0.179; number 2, C, carries -0.032; number 3, C, carries 0.082; number 4, C, carries -0.057; number 5, C, carries -0.069

---

Entry from OMol25: 2 unconnected molecules or ions with the total composition C3H8N (the ωB97M-V functional and the def2-TZVPD basis).

Values from the calculation:
* HOMO (alpha / beta): -14.685 / -13.748 eV
* LUMO level (alpha / beta): -5.172 / -4.407 eV
* net charge: +1
* energy above the lowest of the compared OMol25 structures with the same formula, charge and spin: 136.5 kcal per mole
* E_tot: -4717.50981 eV
* F_max: 4.10 eV/A
* orbital gap (alpha / beta): 9.514 / 9.341 eV

Cartesian coordinates (Å):
C: 0.190 -1.252 0.010
C: 0.720 -0.229 1.119
C: -0.246 0.101 0.085
N: -0.071 1.071 -1.085
H: 0.526 -1.583 -0.956
H: -0.411 -2.033 0.457
H: 0.187 -0.328 2.078
H: 1.738 0.198 1.355
H: -2.579 0.185 0.840
H: 0.339 2.007 -0.629
H: -0.956 1.239 -1.494
H: 0.563 0.625 -1.780

Here are the Löwdin charges for atoms 1 to 5, given in e: number 1, C, carries -0.067; number 2, C, carries -0.048; number 3, C, carries -0.305; number 4, N, carries 0.222; number 5, H, carries 0.114